Version w
This record from the Open Molecules 2025 dataset describes a molecular structure, C5H10O. The level of theory is wB97M-V/def2-TZVPD.

Calculated values
**Gap between HOMO and LUMO**: 10.5 eV
**HOMO level**: -9.366 eV

The geometry in ORCA input format:
```
! wB97M-V def2-TZVPD RIJCOSX def2/J DEFGRID3
* xyz 0 1
C -0.7077 -0.9019 0.6298
C -1.4828 0.1646 -0.1230
C -0.5586 1.5316 -0.0146
O 0.6771 1.3795 -0.6807
C 1.6854 0.1441 -0.1762
C 0.9550 -1.1595 -0.2670
H -0.9325 -1.9374 0.4857
H -0.8539 -0.6761 1.7263
H -1.5876 -0.1500 -1.1725
H -2.5326 0.2742 0.2511
H -0.3078 1.7598 1.0380
H -1.1608 2.3869 -0.4009
H 2.1682 0.1798 0.8317
H 2.4021 0.4499 -0.9198
H 1.5237 -2.0461 0.1115
H 0.7129 -1.3992 -1.3196
*
```

***

Version x
This record from the Open Molecules 2025 dataset describes a single C5H10O molecule. The level of theory is wB97M-V/def2-TZVPD.

Calculated values
**Gap between HOMO and LUMO**: 10.8 eV
**Structure (SMILES)**: C[C@H]1CCCO1
**HOMO level**: -9.596 eV

The geometry in ORCA input format:
```
! wB97M-V def2-TZVPD RIJCOSX def2/J DEFGRID3
* xyz 0 1
C 2.1201 0.1943 0.2737
C 0.6409 0.4075 0.0120
C -0.0703 -0.6571 -0.8185
C -1.5299 -0.2850 -0.5587
C -1.4688 0.2506 0.8914
O -0.0904 0.3732 1.2311
H 2.4172 0.7034 1.1940
H 2.7129 0.6096 -0.5474
H 2.3668 -0.8670 0.3702
H 0.4976 1.3959 -0.4610
H 0.2068 -0.6782 -1.8759
H 0.1590 -1.6323 -0.3726
H -2.2253 -1.1205 -0.6779
H -1.8417 0.5074 -1.2487
H -1.9335 -0.4308 1.6111
H -1.9614 1.2290 0.9773
*
```

***

Structures ranked by computed energy, the most stable listed first: version x, version w.

***

Version w
This record from the Open Molecules 2025 dataset describes 2 unconnected molecules or ions with the total composition C5H10O. The level of theory is wB97M-V/def2-TZVPD.

Calculated values
**Gap between HOMO and LUMO**: 9.7 eV
**Structure (SMILES)**: C=C/C=C/C.O
**HOMO level**: -9.016 eV

The geometry in ORCA input format:
```
! wB97M-V def2-TZVPD RIJCOSX def2/J DEFGRID3
* xyz 0 1
C 0.0706 -0.2385 -2.7968
C 0.5128 -0.5712 -1.5697
C -0.2662 -0.4311 -0.3404
C -0.1345 -1.2330 0.7249
C -0.4540 -0.7587 2.1173
H 0.5990 -0.6233 -3.6727
H -0.9175 0.1999 -2.8097
H 1.5070 -1.0057 -1.4040
H -0.8346 0.4809 -0.2069
H 0.6434 -2.0431 0.7584
H 0.0958 -1.1805 2.9439
H -0.3348 0.3167 2.2988
H -1.4587 -0.9631 2.4973
O 0.5037 3.0297 0.6347
H 0.2680 2.2102 1.0851
H 0.1999 2.8108 -0.2603
*
```

***

Version x
This record from the Open Molecules 2025 dataset describes a single C5H10O molecule. The level of theory is wB97M-V/def2-TZVPD.

Calculated values
**Gap between HOMO and LUMO**: 11.1 eV
**Structure (SMILES)**: OCC1CCC1
**HOMO level**: -10.159 eV

The geometry in ORCA input format:
```
! wB97M-V def2-TZVPD RIJCOSX def2/J DEFGRID3
* xyz 0 1
O -1.3320 1.3273 -1.8575
C -1.2139 0.9521 -0.4970
C 0.1501 0.3647 -0.2524
C 0.5174 0.1729 1.2303
C 1.2912 -1.0973 0.8238
C 0.4662 -1.1278 -0.4853
H -2.2629 1.4631 -2.0609
H -1.3038 1.8065 0.1945
H -1.9975 0.2323 -0.2111
H 0.8951 0.9925 -0.7568
H -0.3757 -0.0790 1.8196
H 1.0465 0.9933 1.7256
H 2.3470 -0.8819 0.6302
H 1.2265 -1.9647 1.4863
H -0.4295 -1.7514 -0.3759
H 0.9753 -1.4026 -1.4133
*
```

***

Version y
This record from the Open Molecules 2025 dataset describes 2 unconnected molecules or ions with the total composition C5H10O. The level of theory is wB97M-V/def2-TZVPD.

Calculated values
**Gap between HOMO and LUMO**: 10.2 eV
**Structure (SMILES)**: C=CC(=C)C.O
**HOMO level**: -9.452 eV

The geometry in ORCA input format:
```
! wB97M-V def2-TZVPD RIJCOSX def2/J DEFGRID3
* xyz 0 1
C 1.7840 -0.8678 0.4877
C 0.5905 -0.8084 1.0310
C -0.5532 0.0684 0.7147
C -0.9331 1.1454 1.3849
C -1.4641 -0.4230 -0.4537
H 2.1197 -0.2248 -0.3085
H 2.4369 -1.6031 0.9269
H 0.2545 -1.5709 1.7415
H -1.8484 1.6981 1.2519
H -0.2601 1.4127 2.2009
H -2.5269 -0.4545 -0.1960
H -1.0871 -1.4293 -0.6457
H -1.3985 0.2988 -1.2558
O 1.0912 0.5319 -2.3423
H 0.4529 1.0287 -2.8680
H 1.3419 1.1980 -1.6696
*
```

***

Structures ranked by computed energy, the most stable listed first: version x, version y, version w.

***

Version w
This record from the Open Molecules 2025 dataset describes 2 unconnected molecules or ions with the total composition C5H10O. The level of theory is wB97M-V/def2-TZVPD.

Calculated values
**Gap between HOMO and LUMO**: 8.9 eV
**HOMO level**: -8.238 eV

The geometry in ORCA input format:
```
! wB97M-V def2-TZVPD RIJCOSX def2/J DEFGRID3
* xyz 0 1
C -2.0158 0.7728 -1.0136
C -0.3824 -0.4006 -0.1179
C -0.7021 -0.5426 1.3688
C 0.8068 0.4613 -0.3919
O 0.6922 1.6301 -0.6861
C 2.1674 -0.1852 -0.2522
H -1.6365 1.1866 -1.9490
H -2.0953 1.5673 -0.2718
H -1.7609 -0.2791 -0.7484
H -0.2398 -1.4189 -0.5390
H -0.8798 0.4390 1.8113
H 0.1258 -1.0185 1.9181
H -1.5891 -1.1638 1.5413
H 2.2603 -0.7116 0.7033
H 2.3189 -0.9261 -1.0447
H 2.9304 0.5894 -0.3280
*
```

***

Version x
This record from the Open Molecules 2025 dataset describes a single C5H10O molecule. The level of theory is wB97M-V/def2-TZVPD.

Calculated values
**Gap between HOMO and LUMO**: 10.3 eV
**Structure (SMILES)**: C=C(C)[C@@H](C)O
**HOMO level**: -9.451 eV

The geometry in ORCA input format:
```
! wB97M-V def2-TZVPD RIJCOSX def2/J DEFGRID3
* xyz 0 1
C 1.8364 -0.9894 0.1552
C 0.8642 -0.0696 0.0133
C 1.0465 1.3298 -0.1542
C -0.6205 -0.5232 0.0011
C -1.4176 0.1088 1.0625
O -1.2767 -0.1912 -1.2200
H 2.8755 -0.6124 0.0788
H 1.6879 -2.0588 0.2518
H 0.6143 1.8900 0.7092
H 2.0166 1.7199 -0.0967
H 0.6497 1.7792 -1.0954
H -0.7005 -1.6030 0.0537
H -1.3998 1.1777 0.9316
H -2.4738 -0.1362 1.1052
H -1.0000 0.0908 2.1326
H -2.3109 0.1440 -0.7779
*
```

***

Structures ranked by computed energy, the most stable listed first: version x, version w.

***

Version w
This record from the Open Molecules 2025 dataset describes a molecular structure, C5H10O. The level of theory is wB97M-V/def2-TZVPD.

Calculated values
**Gap between HOMO and LUMO**: 8.8 eV
**HOMO level**: -7.623 eV

The geometry in ORCA input format:
```
! wB97M-V def2-TZVPD RIJCOSX def2/J DEFGRID3
* xyz 0 1
C 1.9435 -0.1450 -0.0440
C 0.9338 0.8715 -0.5203
C -0.6542 0.1408 0.5281
C -1.0113 -1.2923 0.7716
C -1.6381 0.8980 -0.2429
O -0.6560 0.3799 -1.1380
H 1.7575 -1.1166 -0.5139
H 1.9343 -0.2748 1.0405
H 2.9420 0.1778 -0.3693
H 1.1725 1.1341 -1.5602
H 0.8922 1.7735 0.0817
H -0.1271 -1.9390 0.8251
H -1.4894 -1.3149 1.7593
H -1.7094 -1.7141 0.0303
H -1.6844 1.9890 -0.2050
H -2.6061 0.4321 -0.4431
*
```

***

Version x
This record from the Open Molecules 2025 dataset describes a single C5H10O molecule. The level of theory is wB97M-V/def2-TZVPD.

Calculated values
**Gap between HOMO and LUMO**: 11.1 eV
**Structure (SMILES)**: C[C@H]1CCCO1
**HOMO level**: -9.849 eV

The geometry in ORCA input format:
```
! wB97M-V def2-TZVPD RIJCOSX def2/J DEFGRID3
* xyz 0 1
C 2.0883 0.2006 0.3974
C 0.6085 0.3552 0.1587
C -0.0219 -0.4022 -1.0073
C -1.5149 -0.3175 -0.6079
C -1.4620 0.2882 0.8372
O -0.1614 -0.0567 1.2803
H 2.4292 0.8972 1.1688
H 2.6345 0.4142 -0.5281
H 2.3254 -0.8190 0.7154
H 0.3395 1.4119 -0.0174
H 0.2193 0.0712 -1.9661
H 0.3387 -1.4375 -1.0448
H -1.9380 -1.3201 -0.5134
H -2.1122 0.2133 -1.3581
H -2.2191 -0.1401 1.4953
H -1.5365 1.3871 0.9357
*
```

***

Structures ranked by computed energy, the most stable listed first: version x, version w.

***

Version w
This record from the Open Molecules 2025 dataset describes a single C5H10O molecule. The level of theory is wB97M-V/def2-TZVPD.

Calculated values
**Gap between HOMO and LUMO**: 9.5 eV
**Structure (SMILES)**: C/C=C/OCC
**HOMO level**: -8.378 eV

The geometry in ORCA input format:
```
! wB97M-V def2-TZVPD RIJCOSX def2/J DEFGRID3
* xyz 0 1
C -3.1040 0.1330 0.2583
C -1.7783 0.3796 -0.3990
C -0.6373 -0.1028 0.0837
O 0.5731 0.1641 -0.4751
C 1.6777 -0.4432 0.1750
C 2.9445 0.1820 -0.3698
H -2.9908 -0.4947 1.1497
H -3.5711 1.0740 0.5744
H -3.8091 -0.3673 -0.4162
H -1.7467 0.9971 -1.2948
H -0.6150 -0.7336 0.9756
H 1.6657 -1.5288 -0.0028
H 1.6050 -0.2802 1.2605
H 3.8242 -0.2753 0.0944
H 2.9561 1.2559 -0.1612
H 3.0062 0.0404 -1.4526
*
```

***

Version x
This record from the Open Molecules 2025 dataset describes a single C5H10O molecule. The level of theory is wB97M-V/def2-TZVPD.

Calculated values
**Gap between HOMO and LUMO**: 11.2 eV
**Structure (SMILES)**: OC1CCCC1
**HOMO level**: -10.182 eV

The geometry in ORCA input format:
```
! wB97M-V def2-TZVPD RIJCOSX def2/J DEFGRID3
* xyz 0 1
O -1.9694 0.1118 0.7072
C -1.0649 0.1919 -0.3897
C -0.2162 -1.1023 -0.5648
C 0.9806 -0.8670 0.3900
C 1.2792 0.6193 0.3086
C -0.0642 1.3251 -0.0466
H -2.6223 -0.5743 0.5189
H -1.6399 0.4118 -1.3083
H -0.8357 -1.9731 -0.3050
H 0.0584 -1.2076 -1.6218
H 2.0073 -1.2713 0.3579
H 0.6510 -1.1436 1.3962
H 1.8943 0.7354 1.2164
H 2.0030 0.8346 -0.4846
H -0.5110 1.9278 0.7470
H 0.0497 1.9814 -0.9214
*
```

***

Structures ranked by computed energy, the most stable listed first: version x, version w.

***

Version w
This record from the Open Molecules 2025 dataset describes a molecular structure, C9H11O3. The level of theory is wB97M-V/def2-TZVPD.

Calculated values
**Gap between HOMO and LUMO**: 7.3 eV
**HOMO level**: -3.771 eV

The geometry in ORCA input format:
```
! wB97M-V def2-TZVPD RIJCOSX def2/J DEFGRID3
* xyz -1 1
C -3.5649 -2.2676 -0.0633
C -0.1751 0.1729 0.9884
C -0.1882 -0.4728 -0.2400
C -1.1307 -0.2328 1.9930
C -1.2657 -1.3041 -0.5631
C -2.1348 -1.0944 1.6684
C -2.2708 -1.5965 0.3498
O 0.5681 1.1993 1.3386
H 1.5174 1.4210 0.7401
H 0.6691 -0.3021 -0.8805
H -1.0382 0.1930 2.9825
H -1.3350 -1.6387 -1.5916
H -2.9312 -1.3860 2.3472
H -3.3496 -3.3409 -0.1759
H -3.9401 -1.8894 -1.0132
H -4.3113 -2.1938 0.7252
C 4.0165 2.5512 -1.4726
C 2.9413 1.5665 -0.9799
O 2.5977 1.7452 0.2483
O 2.5343 0.6429 -1.6947
H 4.9602 2.3581 -0.9694
H 3.5951 3.5177 -1.2232
H 4.2359 2.3512 -2.5141
*
```

***

Version x
This record from the Open Molecules 2025 dataset describes 2 unconnected molecules or ions with the total composition C9H11O3. The level of theory is wB97M-V/def2-TZVPD.

Calculated values
**Gap between HOMO and LUMO**: 6.8 eV
**HOMO level**: -4.076 eV

The geometry in ORCA input format:
```
! wB97M-V def2-TZVPD RIJCOSX def2/J DEFGRID3
* xyz -1 1
C -2.8838 1.9966 1.7623
C -2.2854 0.8447 2.6887
O -1.1014 0.5782 2.3518
O -2.9688 0.4436 3.6047
H -3.5183 1.6278 1.0230
H -2.0135 2.4924 1.3804
H -3.6275 2.6074 2.2826
C -0.0663 -1.5581 0.8675
C 0.8262 0.6109 -1.9235
C 2.1302 0.0585 -2.2420
C 0.0303 -0.1005 -1.0594
C 0.4945 -1.3136 -0.4180
C 2.5140 -1.0356 -1.6059
C 1.7315 -1.8195 -0.6833
O 2.7915 0.9178 -3.1082
H 0.6418 1.4766 -2.4889
H -0.8813 0.3494 -0.7858
H 3.5238 -1.5448 -1.8443
H 3.6953 0.5757 -3.4471
H -1.1786 -1.2545 0.8404
H 0.1459 -0.7918 1.6142
H 2.1108 -2.6919 -0.1549
H -0.1109 -2.4694 1.3456
*
```

***

Structures ranked by computed energy, the most stable listed first: version w, version x.

***

Version w
This record from the Open Molecules 2025 dataset describes 2 unconnected molecules or ions with the total composition C9H11O3. The level of theory is wB97M-V/def2-TZVPD.

Calculated values
**Gap between HOMO and LUMO**: 6.8 eV
**HOMO level**: -4.092 eV

The geometry in ORCA input format:
```
! wB97M-V def2-TZVPD RIJCOSX def2/J DEFGRID3
* xyz -1 1
C -3.6039 -1.3889 0.0764
C -2.8438 -1.9251 1.3255
O -1.8404 -1.2918 1.7329
O -3.3342 -2.9797 1.7935
H -3.4271 -2.1180 -0.7063
H -3.2591 -0.4053 -0.2330
H -4.6498 -1.3387 0.3754
C 0.8506 -1.3722 0.8998
C 0.6932 1.4360 -1.6673
C 1.8534 2.1231 -1.3699
C 0.4139 0.2966 -0.9163
C 1.2779 -0.1832 0.0665
C 2.7759 1.6573 -0.4383
C 2.4720 0.4868 0.2438
O 2.0704 3.3099 -2.0584
H -0.0247 1.8060 -2.3886
H -0.5573 -0.1609 -1.0640
H 3.5923 2.3391 -0.2067
H 2.8057 3.7927 -1.6648
H 0.2676 -2.0787 0.3239
H 0.1704 -0.9109 1.6149
H 3.1758 0.0497 0.9479
H 1.7409 -1.7368 1.4113
*
```

***

Version x
This record from the Open Molecules 2025 dataset describes 2 unconnected molecules or ions with the total composition C9H11O3. The level of theory is wB97M-V/def2-TZVPD.

Calculated values
**Gap between HOMO and LUMO**: 7.4 eV
**HOMO level**: -4.165 eV

The geometry in ORCA input format:
```
! wB97M-V def2-TZVPD RIJCOSX def2/J DEFGRID3
* xyz -1 1
C -0.5787 -2.5738 -2.3764
C -0.9289 -1.0613 1.4580
C -1.3455 -2.4260 1.0901
C -0.4769 -0.1616 0.5365
C -1.3299 -2.8798 -0.1900
C -0.6329 -0.5307 -0.8140
C -0.9286 -1.8708 -1.1079
O -1.4336 -0.7566 2.7884
H -1.0781 0.0904 3.1023
H -1.7492 -3.0786 1.9121
H 0.0711 0.8326 0.8466
H -1.6175 -3.8981 -0.3615
H -0.4828 0.1792 -1.6332
H -0.6995 -2.0269 -3.3297
H -1.2931 -3.3913 -2.6196
H 0.4376 -2.7760 -2.3113
C 2.6036 4.0773 0.5283
C 1.2498 3.3715 0.3500
O 0.6299 3.0575 1.3714
O 0.9328 3.2179 -0.8283
H 3.2221 3.5901 -0.2695
H 2.8922 3.8250 1.4169
H 2.5360 5.1901 0.4408
*
```

***

Structures ranked by computed energy, the most stable listed first: version w, version x.

***

Version w
This record from the Open Molecules 2025 dataset describes a single C5H12N2 molecule. The level of theory is wB97M-V/def2-TZVPD.

Calculated values
**Gap between HOMO and LUMO**: 9.2 eV
**Structure (SMILES)**: C=C(C)NN(C)C
**HOMO level**: -8.171 eV

The geometry in ORCA input format:
```
! wB97M-V def2-TZVPD RIJCOSX def2/J DEFGRID3
* xyz 0 1
C 0.6330 0.1455 -1.6383
C 0.9231 0.5827 -0.4169
C 2.3055 1.0583 -0.0614
N 0.0180 0.7076 0.6378
N -1.0468 -0.1778 0.8802
C -2.2369 0.1141 0.1071
C -0.6700 -1.5799 0.8500
H 1.3896 0.1056 -2.3992
H -0.3426 -0.1947 -1.9256
H 2.2561 2.0061 0.4745
H 2.9052 1.1969 -0.9560
H 2.8018 0.3291 0.5806
H 0.4645 0.9493 1.5139
H -3.0960 -0.2863 0.6462
H -2.2312 -0.3137 -0.9019
H -2.3389 1.1931 0.0310
H -0.3502 -1.9272 -0.1434
H -1.5307 -2.1683 1.1660
H 0.1465 -1.7403 1.5554
*
```

***

Version x
This record from the Open Molecules 2025 dataset describes a single C5H12N2 molecule. The level of theory is wB97M-V/def2-TZVPD.

Calculated values
**Gap between HOMO and LUMO**: 8.9 eV
**Structure (SMILES)**: C=C(CCN)NC
**HOMO level**: -7.971 eV

The geometry in ORCA input format:
```
! wB97M-V def2-TZVPD RIJCOSX def2/J DEFGRID3
* xyz 0 1
C 1.5079 -0.3080 1.6163
C 0.8620 0.0440 0.4922
C -0.1684 1.1533 0.5180
C -1.5665 0.6584 0.0649
N -1.9461 -0.5647 0.7898
N 1.2432 -0.5900 -0.6935
C 0.6509 -0.3124 -2.0043
H 1.1986 0.1653 2.5384
H 2.4976 -0.7483 1.6828
H -0.2875 1.2769 1.6013
H 0.1488 2.0858 0.0587
H -1.4263 0.3542 -0.9631
H -2.3264 1.3901 0.3293
H -2.0711 -1.3544 0.1580
H -1.2316 -0.9302 1.4141
H 1.3934 -1.5773 -0.5786
H 1.4064 -0.5527 -2.7473
H -0.2495 -0.9176 -2.1726
H 0.3648 0.7275 -2.1043
*
```

***

Structures ranked by computed energy, the most stable listed first: version x, version w.